A cluster of 3 separate species, C6H19NO2S in total, computed with wB97M-V/def2-TZVPD.

Bonds (Å) are listed after each position.
Positions of all 29 atoms, in Å:
1 C -0.732 -3.141 -0.342  C2 1.551, H9 1.085, H10 1.094, H11 1.083
2 C -0.901 -2.637 1.115  C1 1.551, C3 1.567, H12 1.085, H13 1.094
3 C -0.804 -1.094 1.372  C2 1.567, C4 1.537, H14 1.095, H15 1.085
4 C -0.689 -0.138 0.174  C3 1.537, N5 1.458, H16 1.095, H17 1.086
5 N 0.658 0.390 -0.006  C4 1.458, C6 1.467, H18 1.008
6 C 0.898 1.779 0.401  N5 1.467, C7 1.528, H19 1.092, H20 1.096
7 C 1.529 1.821 1.792  C6 1.528, S8 1.823, H21 1.098, H22 1.080
8 S 3.015 0.777 1.959  C7 1.823, H23 1.332
9 H -0.208 -4.090 -0.386  C1 1.085
10 H -1.727 -3.330 -0.758  C1 1.094
11 H -0.239 -2.422 -0.984  C1 1.083
12 H -1.773 -3.081 1.584  C2 1.085
13 H -0.001 -3.028 1.600  C2 1.094
14 H -1.719 -0.829 1.912  C3 1.095
15 H 0.039 -0.907 2.029  C3 1.085
16 H -1.421 0.668 0.288  C4 1.095
17 H -0.964 -0.655 -0.740  C4 1.086
18 H 1.073 0.175 -0.900  N5 1.008
19 H 1.527 2.259 -0.351  C6 1.092
20 H -0.026 2.366 0.444  C6 1.096
21 H 1.931 2.823 1.996  C7 1.098
22 H 0.817 1.695 2.594  C7 1.080
23 H 2.346 -0.358 1.759  S8 1.332
24 O -1.185 3.397 -1.918  H25 0.957, H26 0.958
25 H -0.403 3.181 -2.427  O24 0.957
26 H -1.175 2.773 -1.192  O24 0.958
27 O 0.334 0.437 -3.398  H28 0.966, H29 0.963
28 H -0.200 -0.134 -3.966  O27 0.966
29 H 0.000 1.304 -3.653  O27 0.963

Its SMILES is CCCCNCCS.O.O. For the HOMO energy, the calculation gives -8.8 eV. The value obtained for the relative energy (zero: lowest compared OMol25 entry of this formula, charge and spin) is 0.2 kcal/mol. The frontier orbital gap is 9.0942 eV. The largest force on an atom comes out at 2.04 eV/A.